Record 1
Density functional theory data (wB97M-V/def2-TZVPD) for a molecular structure, C31H45CaCl5GeN4OS2SeSi2.

Geometry as XYZ:
```
93
C31H45CaCl5GeN4OS2SeSi2, DFT wB97M-V/def2-TZVPD
Ca -0.76 -0.36 0.27
C -3.38 -2.65 3.27
C -2.25 -1.95 2.57
N -2.57 -0.84 1.74
N -3.89 -0.62 1.72
C -4.41 0.40 1.17
N -5.84 0.52 1.14
S -3.51 1.78 0.49
C -0.95 -2.36 2.71
C -0.55 -3.55 3.46
C 0.73 -3.99 3.46
C 1.73 -3.29 2.71
C 1.32 -2.17 2.06
N 0.09 -1.64 2.06
H -4.02 -1.94 3.80
H -3.03 -3.39 3.98
H -4.05 -3.16 2.56
H -6.21 -0.14 1.82
H -6.12 1.46 1.40
H -1.29 -4.10 4.02
H 0.98 -4.88 4.03
H 2.75 -3.65 2.63
H 2.05 -1.61 1.47
C 1.38 2.82 -1.64
Si -0.37 2.37 -0.93
C -0.56 3.80 0.38
C -1.50 3.14 -2.32
C -0.99 4.17 -3.12
C -1.73 4.80 -4.11
C -3.04 4.40 -4.33
C -3.58 3.39 -3.56
C -2.84 2.74 -2.56
Si -3.72 1.37 -1.61
C -5.55 1.43 -2.05
C -3.11 -0.36 -1.97
H 1.66 3.86 -1.44
H 1.42 2.67 -2.72
H 2.17 2.18 -1.23
H -0.11 4.73 0.02
H -0.10 3.54 1.33
H -1.62 4.00 0.59
H 0.03 4.50 -2.95
H -1.29 5.60 -4.69
H -3.63 4.88 -5.10
H -4.60 3.09 -3.75
H -5.72 1.14 -3.08
H -5.97 2.42 -1.88
H -6.07 0.73 -1.39
H -3.73 -0.81 -2.75
H -3.20 -1.00 -1.09
H -2.07 -0.38 -2.32
C -2.82 1.36 5.53
Ge -1.81 2.97 5.07
C -2.71 3.87 3.60
C -1.80 4.17 6.64
C 0.04 2.57 4.55
Se 0.15 0.95 3.43
C 0.10 -0.36 4.86
H -3.84 1.65 5.80
H -2.38 0.82 6.37
H -2.87 0.70 4.67
H -3.74 4.11 3.89
H -2.74 3.22 2.73
H -2.20 4.79 3.32
H -2.82 4.44 6.91
H -1.25 5.08 6.43
H -1.34 3.68 7.50
H 0.72 2.48 5.39
H 0.39 3.40 3.93
H 0.36 0.14 5.79
H 0.84 -1.13 4.63
H -0.88 -0.82 4.92
C 3.87 0.40 2.70
S 3.19 0.99 1.15
C 2.88 2.68 1.68
O 4.35 1.06 0.21
H 4.70 1.05 2.97
H 4.22 -0.61 2.52
H 3.09 0.39 3.46
H 2.48 2.69 2.69
H 2.17 3.14 0.99
H 3.84 3.19 1.62
Cl -1.64 -3.69 -0.18
C -0.48 -3.39 -1.47
C -0.04 -2.09 -1.64
C 0.84 -1.92 -2.69
Cl 1.45 -0.29 -3.00
C 1.28 -2.94 -3.52
Cl 2.39 -2.65 -4.83
C 0.82 -4.24 -3.29
Cl 1.36 -5.55 -4.29
C -0.07 -4.47 -2.25
Cl -0.65 -6.08 -1.96
```

Results
frontier orbital gap: 3.587 eV
total charge: -2
HOMO: 0.0084 Ha
ΔE to the lowest compared entry with this formula, charge and spin: 0.483 eV


Record 2
Density functional theory data (wB97M-V/def2-TZVPD) for 6 unconnected molecules or ions with the total composition C36H52F3N6O2 in a non-equilibrium geometry.

Geometry as XYZ:
```
99
C36H52F3N6O2, DFT wB97M-V/def2-TZVPD
C -0.87 5.63 4.42
C -0.63 4.46 3.45
C -0.25 4.98 2.06
O -0.79 4.30 0.94
C -0.40 2.94 0.66
C -1.50 2.02 1.25
C -1.79 0.70 0.50
C -3.01 0.78 -0.39
F -3.95 1.70 -0.12
C -3.21 0.00 -1.39
F -2.72 -1.22 -1.44
F -3.83 0.29 -2.51
C 1.00 2.63 1.18
C 1.63 1.29 0.73
C 3.18 1.43 0.86
C 1.19 0.16 1.68
N 1.31 0.98 -0.69
O 1.12 -0.24 -1.01
C 0.73 2.04 -1.55
C 1.87 2.99 -2.00
C 0.16 1.40 -2.82
C -0.39 2.86 -0.88
H -0.23 6.48 4.17
H -0.69 5.33 5.45
H -1.91 5.96 4.37
H -1.54 3.85 3.39
H 0.17 3.86 3.88
H 0.83 5.13 1.98
H -0.67 5.99 1.99
H -2.41 2.63 1.23
H -1.31 1.81 2.31
H -0.97 0.37 -0.13
H -1.94 -0.10 1.23
H 1.65 3.44 0.83
H 1.07 2.64 2.27
H 3.61 0.57 1.37
H 3.63 1.45 -0.13
H 3.45 2.36 1.36
H 0.16 0.26 2.02
H 1.83 0.21 2.57
H 1.32 -0.82 1.23
H 2.77 2.41 -2.22
H 1.57 3.47 -2.93
H 2.09 3.76 -1.26
H -0.69 0.76 -2.58
H -0.20 2.20 -3.46
H 0.92 0.82 -3.35
H -1.38 2.56 -1.25
H -0.27 3.89 -1.21
N -5.43 -2.64 -2.17
C -6.17 -2.90 -3.29
C -6.83 -4.08 -3.10
C -6.48 -4.55 -1.81
C -5.62 -3.64 -1.26
H -4.85 -1.84 -2.04
H -6.17 -2.22 -4.13
H -7.50 -4.55 -3.80
H -6.82 -5.46 -1.33
H -5.12 -3.62 -0.30
N -1.67 -4.71 -1.81
C -0.61 -5.33 -2.40
C -0.81 -6.68 -2.31
C -2.04 -6.88 -1.63
C -2.55 -5.64 -1.33
H -1.79 -3.72 -1.73
H 0.19 -4.76 -2.84
H -0.15 -7.44 -2.70
H -2.50 -7.82 -1.38
H -3.45 -5.35 -0.83
N 0.59 8.34 0.54
C 1.77 9.02 0.51
C 1.74 9.97 1.50
C 0.48 9.86 2.15
C -0.20 8.85 1.54
H 0.33 7.59 -0.07
H 2.54 8.78 -0.21
H 2.53 10.67 1.72
H 0.12 10.46 2.97
H -1.18 8.44 1.73
N 1.08 -8.24 -0.07
C 0.85 -8.27 1.28
C 1.96 -8.79 1.88
C 2.90 -9.09 0.86
C 2.32 -8.73 -0.33
H 0.43 -7.90 -0.75
H -0.08 -7.92 1.69
H 2.09 -8.95 2.94
H 3.88 -9.51 0.98
H 2.69 -8.79 -1.35
N 4.10 -3.05 0.06
C 5.38 -3.51 0.13
C 6.19 -2.58 -0.47
C 5.36 -1.52 -0.92
C 4.07 -1.83 -0.58
H 3.29 -3.53 0.42
H 5.61 -4.45 0.60
H 7.26 -2.65 -0.58
H 5.67 -0.63 -1.44
H 3.14 -1.30 -0.73
```

Results
frontier orbital gap (alpha / beta): 8.280 / 8.247 eV
total charge: 0
HOMO (alpha / beta): -0.2961 / -0.2961 Ha
2S+1: 2


> Number 1 is which compound?

C31H45CaCl5GeN4OS2SeSi2


> The highest total charge belongs to which entry?

C36H52F3N6O2